The molecule C5H10N2O at a distorted geometry. Source: the OMol25 dataset; level of theory: ωB97M-V/def2-TZVPD.

Geometry as XYZ:
```
18
Properties=species:S:1:pos:R:3:nbo_charge:R:1
C -3.30452 -0.14557 0.08032 -0.719
C -1.93712 -0.82667 -0.11754 0.197
N -0.59957 -0.46319 -0.19289 -0.355
N -0.40820 0.93609 -0.51544 -0.308
C 0.83916 1.36241 -0.38654 0.102
C 1.79801 0.57347 0.51258 -0.518
C 2.47023 -0.52169 -0.18208 -0.059
O 1.85385 -1.71959 -0.26059 -0.758
H -4.16988 -0.66187 -0.54085 0.254
H -3.47476 -0.16329 1.18838 0.251
H -3.00964 1.03033 -0.14323 0.254
H -2.06409 -1.82552 -0.02104 0.163
H 0.92930 2.40248 -0.79227 0.212
H 2.75454 1.26832 0.56533 0.226
H 1.44891 0.70134 1.71403 0.251
H 3.41205 -0.48020 0.52231 0.161
H 2.64946 -0.10212 -1.23092 0.155
H 0.81225 -1.36471 -0.19959 0.491
```

- total energy (Ha) = -381.07795
- net charge = 0
- gap between HOMO and LUMO (eV) = 9.26
- HOMO energy (Eh) = -0.3403
- relative energy (zero: lowest compared OMol25 entry of this formula, charge and spin) (kJ/mol) = 544.8
- 2S+1 = 1